DFT (wB97M-V/def2-TZVPD) results for a structure of composition F16K2N8O32S16 at a distorted geometry.

Computed properties:
- total charge = -6
- E_HOMO (eV) = 3.41
- HOMO-LUMO gap (eV) = 4.034

Each line ends with the Mulliken charge.
Element x y z (Å)
K 3.80528 -2.26232 -0.25203  0.89
K 3.00367 -0.63977 2.87845  1.05
S 3.65689 3.58230 4.77321  1.03
S -1.03719 2.97439 5.19677  1.16
S 0.70664 -3.90963 3.96956  1.02
S -3.45963 1.47057 -1.06371  1.04
S -0.18943 5.22247 -5.44354  1.08
S 1.89133 -6.77026 -4.09471  1.06
S -2.36441 -2.32780 -3.75937  1.10
S 1.85696 -4.79838 -2.77258  1.01
S 2.53464 5.38588 3.88295  1.02
S 2.26513 1.73978 0.21614  0.92
S 0.27245 4.63970 -3.23564  0.98
S -4.78713 0.96144 0.77176  0.94
S 0.16100 -4.36482 1.52678  1.07
S -0.59587 1.67572 3.47639  1.04
S -3.28801 -4.50956 -3.53100  0.82
S 0.71244 0.01016 -0.22947  0.87
F 5.14920 3.23289 5.12998  -0.40
F -0.85636 -3.58862 4.41458  -0.28
F -2.38509 0.44423 -1.55555  -0.08
F -0.84385 0.18961 2.95775  -0.43
F 0.59485 5.79869 -6.77123  -0.40
F -4.20612 -5.28537 -2.41670  -0.34
F 2.11783 -6.94864 -5.73218  -0.38
F 1.05457 -3.43392 -2.92029  -0.16
F -1.33462 -1.65608 -2.70326  -0.07
F -2.04287 3.18101 6.49848  -0.41
F 2.94409 6.44095 2.67657  -0.36
F -5.77513 -0.20538 1.37052  -0.42
F 1.03235 -1.45510 -0.87434  -0.39
F 1.59386 3.91010 -2.64564  -0.19
F 3.33288 1.96220 1.29143  -0.24
F 0.27436 -5.75244 0.63671  -0.33
O -0.44895 -0.34733 0.53834  -0.36
O -1.15138 -4.03859 1.03875  -0.53
O 0.16059 5.71788 -2.26788  -0.60
O 0.21636 2.97218 5.93714  -0.58
O 0.59742 -7.48399 -3.96907  -0.59
O -0.96233 4.13719 -5.95929  -0.56
O -3.99135 1.00728 1.94817  -0.46
O -1.03855 2.26516 2.24620  -0.34
O -0.83775 3.63232 -3.28254  -0.32
O -2.71632 2.44094 -0.28443  -0.42
O -3.17823 -1.16058 -4.06639  -0.66
O -1.97617 -5.23164 -3.48329  -0.44
O 3.16944 -4.19991 -2.39963  -0.75
O -1.38768 4.22385 4.54098  -0.60
O 3.05416 -7.37222 -3.57801  -0.61
O -4.17411 -4.55585 -4.71605  -0.68
O 0.81339 1.44713 3.65708  -0.43
O -4.05316 1.99966 -2.29183  -0.67
O -0.80324 6.49453 -5.20907  -0.65
O 1.33170 -2.67001 3.41536  -0.35
O 1.22545 2.62183 0.68398  -0.33
O 3.31390 2.38002 4.02264  -0.32
O -1.46014 -2.82511 -4.80259  -0.59
O 2.00386 6.29277 4.86417  -0.63
O -5.72716 2.00145 0.39919  -0.69
O 1.56252 4.50261 3.24033  -0.23
O 3.08989 3.62211 6.07976  -0.58
O 2.99611 1.92157 -1.06876  -0.64
O 1.24296 -3.61068 1.00948  -0.35
O 1.04537 -5.58343 -1.84584  -0.38
O 0.43033 0.74008 -1.50352  -0.59
O 1.40659 -4.27927 5.20506  -0.75
N -1.64041 1.58527 4.55425  -0.43
N 1.10613 4.96184 -4.67826  -0.33
N -4.30257 0.14545 -0.37262  -0.25
N -3.15590 -3.29402 -2.70221  -0.13
N 4.11742 4.86276 4.09208  -0.50
N 1.84148 -5.14994 -4.22887  -0.23
N 2.05440 0.09674 0.47942  -0.12
N 0.43120 -5.18401 3.09100  -0.51

=====

DFT (wB97M-V/def2-TZVPD) results for an isolated molecule of C6H5F at a distorted geometry.

Computed properties:
- total charge = 0
- E_HOMO (spin up / spin down) (eV) = -7.23 / -9.33
- spin multiplicity = 3
- HOMO-LUMO gap (spin up / spin down) (eV) = 8.292 / 8.024
- ⟨S²⟩ = 2.063

Each line ends with the Mulliken spin population.
Element x y z (Å)
F 2.82916 0.65269 -0.13624  0.10
C 1.27059 -1.03961 -0.12628  -0.10
C 1.66678 0.20737 0.37172  1.37
C -0.01768 -1.49557 -0.01634  0.38
C -1.09800 1.96066 -0.06382  0.01
C -1.06474 0.68586 0.11812  0.23
C -1.12694 -0.63232 0.20422  -0.08
H 2.03297 -1.75218 -0.43861  0.03
H -2.06682 -1.08332 0.50035  0.00
H -0.74214 2.64862 0.68622  0.01
H -1.46660 2.40013 -0.97937  0.02
H -0.21659 -2.55233 -0.11997  0.03